18
Properties=species:S:1:pos:R:3:nbo_charge:R:1 method="wB97M-V/def2-TZVPD" gap_ev=8.7 smiles="C1=Nc2ccccc2CN1" e_lumo_ev=0.78 energy_ha=-419.131146 relative_energy_kj_mol=143.2
C 2.330 -1.000 -0.133 0.30
N 1.191 -1.565 0.050 -0.52
C 0.024 -0.841 -0.090 0.12
C -1.225 -1.574 0.045 -0.19
C -2.388 -0.879 -0.062 -0.22
C -2.449 0.532 -0.162 -0.21
C -1.262 1.247 -0.143 -0.22
C -0.036 0.569 0.046 -0.04
C 1.391 1.176 0.285 -0.23
N 2.447 0.364 -0.288 -0.61
H 3.155 -1.647 -0.217 0.19
H -1.287 -2.618 0.305 0.22
H -3.370 -1.349 0.116 0.21
H -3.401 1.026 -0.306 0.21
H -1.280 2.293 -0.117 0.21
H 1.299 2.109 -0.154 0.21
H 1.515 1.379 1.325 0.18
H 3.346 0.778 -0.499 0.40